{"formula": "C35H27CaN5O3S", "method": "ωB97M-V with the def2-TZVPD basis set", "fmax_ev_per_a": 0.541, "energy_ha": -2925.39515, "homo_ev": -0.605, "total_charge": -2, "orbital_gap_ev": 4.5, "e_above_lowest_kcal_mol": 21.7, "symbols": ["Ca", "S", "O", "O", "O", "N", "N", "N", "N", "N", "C", "C", "C", "C", "C", "C", "C", "C", "C", "C", "C", "C", "C", "C", "C", "C", "C", "C", "C", "C", "C", "C", "C", "C", "C", "C", "C", "C", "C", "C", "C", "C", "C", "C", "C", "H", "H", "H", "H", "H", "H", "H", "H", "H", "H", "H", "H", "H", "H", "H", "H", "H", "H", "H", "H", "H", "H", "H", "H", "H", "H", "H"], "coordinates": [[0.36602, 0.34568, -0.69611], [-0.16131, 1.23630, -3.19556], [1.09700, -5.41509, -5.21409], [1.65594, -3.71716, -6.58951], [1.05950, 3.01248, 0.48112], [-1.29677, 0.54498, 1.06920], [0.40727, -2.21475, 0.29210], [0.98082, -1.52172, -2.16120], [2.36654, 0.66404, 0.90638], [2.30708, 0.78321, -2.08918], [-0.24208, -4.42770, -0.31457], [3.28477, 1.68451, -2.12731], [1.44050, -1.86998, -4.45928], [-4.18109, 2.60348, -1.39259], [1.19618, -3.22746, -4.31464], [-3.18250, 2.12556, -0.55872], [1.33001, -4.21886, -5.49826], [3.26847, 1.86700, -4.50215], [-4.83526, 1.44895, 1.03354], [3.80415, 2.29502, -3.24132], [0.28551, -3.17651, -0.63349], [-5.84005, 1.91860, 0.19758], [-3.21465, 2.01707, 3.69752], [0.00409, -2.46074, 1.53532], [-3.36876, 1.99577, 5.07802], [4.19316, -0.61770, 1.74597], [3.76212, 1.56944, 2.60473], [-2.37889, 0.96213, 1.52228], [-0.52302, -3.67679, 1.93732], [2.26176, 0.98232, -4.57290], [-0.64621, -4.67646, 0.98285], [2.69387, 1.65930, 1.71468], [-5.51542, 2.50329, -1.01841], [-3.00986, 0.86849, 5.80371], [-2.48438, -0.23167, 5.13472], [-2.67674, 0.92746, 3.01809], [0.71779, -2.81759, -2.01234], [1.59612, 0.47270, -3.33146], [0.82695, -3.71333, -3.05741], [-2.31312, -0.19360, 3.76030], [3.11556, -0.44164, 0.89767], [1.34051, -1.03376, -3.34406], [4.51073, 0.40875, 2.62743], [1.89052, 2.93603, 1.60537], [-3.49303, 1.54461, 0.66827], [1.55860, 2.80178, -0.32495], [-6.29643, 2.86830, -1.67533], [-2.14458, 2.17750, -0.86632], [5.34844, 0.31067, 3.30761], [-3.50928, 2.89692, 3.13623], [-3.77190, 2.86289, 5.58897], [0.09589, -1.62690, 2.22260], [2.59788, 3.77732, 1.63182], [1.23403, 3.02850, 2.47480], [1.83553, 0.68406, -5.52151], [2.83245, -1.19504, 0.17238], [-3.91132, 3.04173, -2.34559], [4.77342, -1.52902, 1.70758], [-1.06607, -5.64055, 1.24510], [-0.84340, -3.82586, 2.95986], [-3.13752, 0.84655, 6.87958], [-2.20458, -1.11964, 5.69029], [-0.34531, -5.17977, -1.08330], [4.00129, 2.40766, 3.24772], [-6.87815, 1.81921, 0.49555], [1.72775, -1.49541, -5.43010], [3.72030, 1.92276, -1.14977], [-5.10037, 0.98918, 1.97860], [0.64862, -4.77531, -2.96475], [4.62790, 2.99240, -3.17087], [3.68862, 2.26675, -5.42168], [-1.88161, -1.03136, 3.22587]], "atomic_forces_ev_per_a": [[-0.164, -0.141, 0.496], [-0.015, 0.039, -0.175], [-0.009, -0.004, 0.053], [0.004, 0.048, 0.011], [-0.086, -0.258, -0.266], [0.398, -0.102, -0.238], [-0.213, 0.005, 0.002], [-0.043, 0.041, -0.074], [-0.024, -0.143, -0.007], [0.175, 0.111, 0.069], [-0.001, -0.039, 0.031], [-0.103, -0.093, 0.042], [0.081, -0.118, 0.156], [0.052, 0.008, -0.016], [-0.042, -0.016, 0.108], [0.000, -0.002, -0.018], [0.016, -0.060, -0.092], [0.056, 0.070, -0.081], [0.004, 0.006, -0.011], [0.080, 0.091, -0.067], [0.086, -0.033, -0.049], [-0.013, 0.008, -0.016], [-0.016, 0.041, 0.014], [0.034, -0.003, 0.060], [0.000, -0.008, 0.023], [0.014, 0.053, 0.030], [0.006, -0.011, -0.038], [-0.121, 0.049, 0.114], [0.017, 0.024, 0.000], [-0.017, -0.072, 0.130], [0.001, -0.026, -0.031], [0.011, 0.008, 0.000], [-0.034, -0.009, 0.021], [-0.003, 0.007, 0.003], [-0.002, 0.005, 0.011], [0.061, -0.004, -0.025], [-0.007, 0.060, 0.049], [-0.209, 0.212, 0.014], [0.016, 0.021, -0.116], [0.005, -0.016, -0.025], [0.030, 0.023, 0.039], [-0.088, 0.082, -0.105], [-0.003, -0.019, -0.014], [-0.018, 0.070, 0.047], [-0.043, -0.018, -0.014], [0.134, 0.168, -0.041], [0.000, 0.001, -0.001], [-0.007, 0.013, -0.007], [-0.002, -0.002, -0.001], [0.008, -0.008, -0.004], [-0.003, 0.006, 0.004], [-0.024, 0.006, 0.001], [-0.027, -0.010, 0.031], [0.011, -0.023, -0.002], [0.025, 0.018, -0.028], [-0.009, -0.008, -0.007], [0.006, -0.003, -0.002], [-0.004, -0.007, -0.006], [0.001, 0.003, 0.001], [0.007, 0.011, 0.008], [0.001, -0.001, 0.007], [0.002, -0.009, 0.007], [0.003, 0.005, -0.009], [0.009, 0.001, 0.001], [-0.003, 0.005, -0.009], [0.014, -0.023, -0.005], [0.006, -0.004, 0.014], [0.004, -0.005, 0.003], [-0.003, -0.007, -0.007], [0.000, -0.004, 0.014], [-0.012, -0.017, -0.008], [-0.008, 0.008, 0.004]], "mulliken_charge": [1.5035, -0.5223, -0.7611, -0.7400, -0.4685, -0.4243, 0.6418, 0.2762, 0.6426, 0.1578, -1.1406, 0.0374, -0.9973, -0.7000, -0.4738, -0.2744, 0.4781, -0.2588, -0.1191, -1.4072, 0.4074, -0.7373, -0.0892, -0.5693, -0.6869, -1.0837, -0.9739, -0.9288, -0.9049, -1.3363, -0.3953, 0.5419, -0.3246, -0.3444, -0.6472, 0.2102, 0.8717, 1.1397, -1.2324, -0.2834, -0.2099, 0.4212, -0.2836, -0.8043, 0.5836, 0.2729, 0.3515, 0.1469, 0.3699, 0.4697, 0.3625, 0.6016, 0.3557, 0.3494, 0.3972, 0.3342, 0.4188, 0.4476, 0.4041, 0.4023, 0.3566, 0.3624, 0.3558, 0.4525, 0.3532, 0.4866, 0.1832, 0.4058, 0.4992, 0.3478, 0.3537, 0.3687]}